Version 1
# C25H45IrNP2S

A structure of composition C25H45IrNP2S (the ωB97M-V functional and the def2-TZVPD basis, the Open Molecules 2025 dataset).

Geometry as XYZ:
```
75
Properties=species:S:1:pos:R:3:lowdin_spin:R:1
Ir -0.205 0.312 -0.004 1.798
C 2.120 0.643 1.663 0.253
C 1.583 1.975 1.738 0.222
C -0.225 0.491 2.034 0.064
C 1.046 -0.274 1.915 0.214
C 0.184 1.919 2.040 0.266
C 3.515 0.160 1.419 0.035
H 3.943 0.529 0.481 0.009
H 3.496 -0.937 1.360 0.000
H 4.203 0.418 2.234 0.013
C 1.242 -1.623 2.549 0.020
H 2.177 -2.080 2.228 0.002
H 0.401 -2.306 2.346 0.002
H 1.347 -1.531 3.658 0.010
C -1.318 -0.106 2.872 -0.002
H -1.127 0.023 3.959 -0.002
H -1.390 -1.192 2.674 0.000
H -2.269 0.360 2.651 0.000
C -0.754 2.984 2.420 0.040
H -0.356 3.713 3.143 0.008
H -1.656 2.545 2.877 0.001
H -1.082 3.557 1.540 0.015
C 2.369 3.180 1.448 0.027
H 3.006 3.526 2.292 0.011
H 1.741 4.045 1.167 0.002
H 3.097 3.008 0.604 0.005
C 0.067 0.000 -2.058 0.048
C 1.174 0.635 -1.366 0.102
C 1.719 1.945 -1.949 0.027
C 0.887 3.194 -1.662 0.005
C -0.498 2.951 -1.140 0.061
C -1.400 2.288 -1.897 0.104
C -1.116 1.901 -3.307 0.012
C -0.344 0.569 -3.408 0.011
H 1.871 1.868 -3.040 0.002
H 0.848 3.793 -2.608 0.003
H 2.728 2.088 -1.534 0.001
H 0.537 0.759 -4.027 0.001
H -0.249 -1.065 -1.921 0.004
H 2.002 0.048 -0.864 0.023
H -0.941 -0.156 -3.971 0.000
H -2.057 1.835 -3.869 0.000
H -2.454 2.248 -1.646 0.003
H -0.535 2.679 -3.810 0.003
H 1.428 3.847 -0.945 0.000
H -0.787 3.617 -0.326 0.001
P 1.115 -2.441 -0.625 0.227
C 1.709 -3.763 0.423 0.051
H 1.945 -4.581 -0.258 0.009
H 0.923 -4.064 1.112 0.011
H 2.606 -3.471 0.965 0.001
C 0.237 -3.388 -1.895 0.036
H 0.993 -4.047 -2.328 0.007
H -0.206 -2.777 -2.679 0.001
H -0.552 -3.966 -1.426 0.002
C 2.696 -2.062 -1.488 0.029
H 2.568 -1.309 -2.271 0.002
H 3.037 -3.005 -1.925 0.007
H 3.430 -1.681 -0.771 0.000
P -2.413 -0.566 -0.040 0.114
C -3.102 1.092 0.370 0.037
H -3.854 1.323 -0.391 0.005
H -2.313 1.856 0.348 0.007
H -3.556 1.139 1.364 0.001
C -3.010 -0.906 -1.744 0.008
H -2.620 -0.205 -2.485 0.000
H -4.112 -0.855 -1.747 0.003
H -2.717 -1.911 -2.064 0.000
C -3.668 -1.545 0.920 0.070
H -4.663 -1.091 0.791 0.009
H -3.429 -1.561 1.984 0.000
H -3.706 -2.595 0.587 0.017
S -1.708 -3.878 0.967 0.544
C -1.772 -4.013 2.577 0.060
N -1.827 -4.112 3.770 0.319
```

As for the expectation value of S²: 8.80. The HOMO-LUMO gap (alpha / beta) is 0.3096 / 0.2132 Eh. The HOMO energy (alpha / beta) is -13.241 / -14.642 eV. Its spin multiplicity is 6. The net charge is +2. The value obtained for the LUMO energy (alpha / beta) is -4.817 / -8.839 eV.

Version 2
# C25H45IrNP2S

A structure of composition C25H45IrNP2S (the ωB97M-V functional and the def2-TZVPD basis, the Open Molecules 2025 dataset).

Geometry as XYZ:
```
75
Properties=species:S:1:pos:R:3:lowdin_spin:R:1
Ir -1.129 -0.080 -2.456 0.813
C -2.230 1.726 -0.431 0.241
C -2.701 0.879 -1.517 0.303
C -1.947 -0.446 0.271 0.326
C -1.793 0.908 0.610 0.205
C -2.540 -0.589 -1.059 0.169
C -2.445 3.183 -0.423 0.032
H -2.341 3.612 -1.422 0.004
H -1.739 3.698 0.229 0.001
H -3.459 3.410 -0.073 0.014
C -1.351 1.376 1.956 0.022
H -1.124 2.450 2.007 0.001
H -0.458 0.835 2.303 0.003
H -2.140 1.171 2.696 0.009
C -1.723 -1.540 1.229 0.061
H -2.563 -1.602 1.938 0.022
H -0.808 -1.395 1.826 0.011
H -1.638 -2.504 0.736 0.003
C -3.542 -1.656 -1.411 0.054
H -4.579 -1.305 -1.380 0.008
H -3.451 -2.496 -0.722 0.002
H -3.335 -2.020 -2.414 0.011
C -3.615 1.360 -2.598 0.053
H -4.575 1.693 -2.180 0.020
H -3.776 0.607 -3.379 0.003
H -3.135 2.224 -3.086 0.009
C 0.814 0.458 -2.520 0.077
C -0.019 1.489 -3.101 0.108
C -0.188 1.648 -4.584 0.019
C -0.979 0.507 -5.278 0.017
C -1.440 -0.587 -4.337 0.078
C -0.460 -1.482 -3.753 0.182
C 0.994 -1.393 -4.198 0.028
C 1.766 -0.351 -3.379 0.017
H 0.773 1.799 -5.087 0.004
H -0.395 0.070 -6.097 0.002
H -0.779 2.568 -4.703 0.000
H 2.349 0.312 -4.038 0.003
H 1.234 0.698 -1.543 0.017
H -0.122 2.395 -2.493 0.011
H 2.514 -0.871 -2.757 0.000
H 1.493 -2.369 -4.090 0.001
H -0.761 -2.512 -3.541 0.023
H 1.058 -1.166 -5.274 0.005
H -1.889 0.925 -5.724 0.001
H -2.409 -1.038 -4.545 0.018
P 2.136 2.002 0.811 0.343
C 2.160 2.888 2.430 0.027
H 3.066 3.506 2.547 0.007
H 2.140 2.159 3.253 0.001
H 1.283 3.544 2.534 0.000
C 3.949 1.683 0.747 0.029
H 4.517 2.617 0.832 0.007
H 4.198 1.185 -0.196 0.001
H 4.240 1.017 1.567 0.000
C 2.021 3.480 -0.293 0.081
H 2.028 3.143 -1.337 0.001
H 2.842 4.190 -0.137 0.014
H 1.064 3.987 -0.115 0.000
P 1.477 -3.049 0.610 0.457
C 0.261 -3.808 -0.564 0.085
H 0.728 -4.562 -1.204 0.016
H -0.119 -3.010 -1.214 0.005
H -0.599 -4.202 -0.015 0.000
C 2.963 -3.023 -0.475 0.053
H 2.656 -2.664 -1.469 0.000
H 3.431 -4.013 -0.581 0.012
H 3.661 -2.288 -0.054 0.002
C 1.730 -4.179 2.030 0.048
H 1.864 -5.230 1.726 0.011
H 0.845 -4.077 2.679 0.001
H 2.586 -3.811 2.618 0.002
S 2.030 -0.710 2.397 0.532
C 1.066 -0.690 3.763 0.049
N 0.360 -0.686 4.717 0.204
```

As for the expectation value of S²: 8.79. The HOMO-LUMO gap (alpha / beta) is 0.2402 / 0.2002 Eh. The HOMO energy (alpha / beta) is -12.305 / -14.583 eV. Its spin multiplicity is 6. The net charge is +2. The value obtained for the LUMO energy (alpha / beta) is -5.770 / -9.134 eV.

Which is most stable, and by how much? version 2, by 0.405 eV.

Version 1
# C2H7S

A cluster of 2 separate species, C2H7S in total (the ωB97M-V functional and the def2-TZVPD basis, the Open Molecules 2025 dataset).

Geometry as XYZ:
```
10
Properties=species:S:1:pos:R:3:nbo_charge:R:1
C 1.512 -1.502 3.124 -0.857
H 1.477 -1.251 2.058 0.238
H 1.198 -0.606 3.717 0.211
H 2.550 -1.796 3.354 0.200
H 0.821 -2.344 3.329 0.207
C -0.687 0.232 -0.203 -0.745
S -0.551 0.836 -1.911 -0.739
H -1.549 0.655 0.338 0.163
H -0.832 -0.864 -0.149 0.162
H 0.207 0.452 0.399 0.161
```

The HOMO-LUMO gap is 0.2027 Eh. The HOMO energy is -1.949 eV. The net charge is -1. The value obtained for the LUMO energy is 3.567 eV.

Version 2
# C2H7S

A cluster of 2 separate species, C2H7S in total (the ωB97M-V functional and the def2-TZVPD basis, the Open Molecules 2025 dataset).

Geometry as XYZ:
```
10
Properties=species:S:1:pos:R:3:nbo_charge:R:1
C -4.192 -3.627 1.561 -0.850
H -4.780 -3.669 2.477 0.204
H -3.858 -4.653 1.375 0.206
H -3.327 -3.000 1.767 0.228
H -4.803 -3.355 0.706 0.212
C 1.348 2.130 -1.835 -0.710
S 1.859 1.101 -0.014 -0.852
H 0.985 1.263 -2.371 0.188
H 0.609 2.689 -1.292 0.203
H 2.161 2.656 -2.311 0.172
```

The HOMO-LUMO gap is 0.1907 Eh. The HOMO energy is -2.098 eV. The net charge is -1. The value obtained for the LUMO energy is 3.091 eV.

Which is most stable, and by how much? version 1, by 0.870 eV.